# 1
ORCA calculation (wB97M-V/def2-TZVPD) on C38H66AlCl4F2INaNbO6 as an isolated structure in a non-equilibrium geometry.

ORCA input file:
```
! wB97M-V def2-TZVPD RIJCOSX def2/J DEFGRID3
* xyz 0 1
H 1.496 0.529 0.897
C 7.981 0.531 0.743
H 2.745 0.799 -2.538
F 3.862 -0.645 -3.735
C -3.359 2.642 0.078
H 0.968 1.883 -3.598
O -4.426 -1.386 0.864
Nb -0.698 -0.316 -2.791
C 1.214 -1.132 2.230
Na -3.235 1.139 -5.393
I -1.218 -2.656 -5.706
C -2.347 3.480 2.324
C -0.064 2.764 -1.945
H -3.479 3.506 -0.591
C 0.655 -0.286 -5.764
C -0.047 1.823 -3.175
C 1.599 -2.436 2.486
H 8.199 0.445 1.809
H 1.127 -2.956 3.317
H -0.747 0.066 -1.000
H 7.635 1.545 0.535
H 2.187 6.924 3.247
C 0.476 0.120 -7.256
O -5.036 -5.356 4.173
H 0.461 -0.608 2.812
C -0.873 -4.697 -1.681
H -0.341 6.069 4.057
O -0.392 -3.515 -2.332
F 1.164 3.397 -1.728
C -3.840 -2.052 4.848
H 4.010 -1.134 -1.419
C 4.485 3.782 -3.602
H -1.278 2.037 3.530
H -1.518 -4.463 -0.823
H -2.323 -2.718 -2.792
C -4.154 -6.311 4.374
H -4.531 -7.287 4.740
H 1.369 0.670 -7.572
H -2.700 0.561 -0.367
C -1.394 -2.442 -2.267
H -3.508 -6.600 3.520
H -0.009 -5.256 -1.287
H 0.718 5.170 5.183
H -2.300 4.569 2.180
C 2.728 -1.110 0.358
C 3.124 -2.410 0.640
H -1.369 -5.296 -3.674
C -1.017 4.006 4.485
Cl 5.453 4.346 -4.975
O 2.649 7.241 5.240
C 3.013 7.052 3.995
C -3.370 1.507 -2.251
H 7.456 -0.510 -1.561
H 3.876 -2.882 0.010
C -3.413 1.309 -0.718
C -5.204 -1.888 4.290
H -4.225 2.663 0.753
H 7.283 -1.502 0.516
H -3.683 -5.609 6.421
H 3.589 7.883 3.509
H -4.418 1.721 -2.540
H 2.842 -4.087 1.932
C -5.399 -1.673 2.992
H 3.966 0.392 -0.514
C -1.684 -5.581 -2.667
C 1.418 -0.887 -2.522
H 6.004 -0.322 0.858
H 0.452 -0.803 -7.844
C -3.161 -5.810 5.488
H -3.576 -0.619 -2.666
H 1.979 -1.101 -3.461
H -6.387 -1.553 2.566
Cl 4.033 5.169 -2.595
Al 1.934 -3.693 -1.725
C -2.894 -1.750 2.606
H -0.828 3.548 -2.043
C 2.544 -3.059 1.727
H -2.756 -5.422 -2.528
Cl 5.416 2.638 -2.636
H -1.938 4.523 4.771
H -6.022 -1.955 4.994
C 6.935 -0.482 0.314
H -1.586 1.845 1.150
H 0.765 4.801 3.471
C 0.090 5.089 4.289
O 6.641 -0.360 -1.072
C -0.675 -0.655 -5.054
H 1.605 0.716 -1.097
H -0.669 3.394 5.327
C -1.165 3.093 3.251
C -2.098 2.798 0.956
H -1.443 0.030 -5.489
H 8.909 0.387 0.184
H -2.816 2.411 -2.550
C -2.948 0.215 -3.014
H -0.746 2.263 -3.920
C 3.355 -0.452 -0.870
H -1.369 3.437 0.440
Cl 3.027 2.987 -4.196
H -3.189 0.349 -4.084
H 1.476 -1.804 -1.920
O -3.661 -2.251 6.031
C -2.699 -1.966 3.903
H 1.244 0.472 -5.237
C -4.260 -1.586 2.049
H 3.655 6.178 3.780
H -3.297 3.187 2.785
C 1.787 -0.487 1.155
H -1.710 -2.087 4.329
H -0.253 3.195 2.647
H -4.409 0.892 -0.520
H -1.686 -2.389 -1.197
H -1.438 -6.628 -2.460
C 2.276 0.178 -1.779
H -2.074 -1.684 1.899
H -2.416 -6.588 5.674
H -0.438 0.715 -7.373
H 1.262 -1.199 -5.774
H -2.639 -4.908 5.176
H -0.287 2.221 -1.023
*
```

* HOMO energy: -7.00 eV
* Kohn-Sham gap: 1.0 eV


# 2
ORCA calculation (wB97M-V/def2-TZVPD) on a 11-piece molecular cluster, C38H66O27S3 overall in a non-equilibrium geometry.

ORCA input file:
```
! wB97M-V def2-TZVPD RIJCOSX def2/J DEFGRID3
* xyz 0 1
H 3.446 0.650 -0.260
O 1.604 0.100 6.343
O 5.363 -4.280 7.058
H 1.590 -3.162 5.713
C -0.742 -0.229 6.334
H 4.036 4.442 -3.105
C 3.043 -4.263 4.508
C -3.628 -3.650 -4.449
C -1.493 -1.493 6.031
O -0.645 -1.213 2.700
H 2.511 2.107 -2.956
C 0.545 -1.645 2.269
H -6.952 2.908 -0.089
S -2.878 4.016 -2.806
H 0.763 -1.479 7.372
H -6.499 -0.050 -0.595
H -0.787 1.492 -0.286
C 0.221 0.331 1.143
H -3.036 -3.183 -5.240
H -1.594 2.099 -3.161
H 1.992 2.331 -4.734
H 1.635 -5.787 5.231
H -0.062 2.791 3.308
H -7.557 0.750 0.549
O -2.027 -2.662 -1.577
O -2.736 -3.899 -3.340
C 1.100 5.634 4.373
C 2.027 -5.360 4.307
H 4.618 2.003 -0.267
C -4.574 -2.614 -3.845
H 0.886 1.067 -0.728
C 0.568 -0.426 7.187
C -4.613 1.556 0.911
H 3.547 1.757 1.089
C 0.810 -3.276 -2.752
C -6.287 2.158 -0.519
S 1.640 4.278 -3.447
O 1.018 -0.895 1.256
H -5.413 -3.124 -3.359
C 4.454 -4.084 6.323
C 1.433 4.350 3.653
H -1.965 5.378 -1.106
H -4.746 -5.397 -3.985
C -2.774 -2.848 -2.481
C 2.286 -3.718 -2.853
C -0.042 0.697 -0.287
H -2.380 0.225 -7.627
H -1.904 -1.943 6.934
C -2.641 2.213 -2.880
H 1.747 3.607 4.387
C 1.794 2.492 -3.674
C -1.019 -0.023 2.001
C 4.145 1.231 0.340
H -1.087 1.322 -8.216
H 5.976 1.157 1.342
H 3.721 -0.680 2.099
C 4.801 -0.534 2.098
H 2.373 -5.109 -1.181
O -1.195 2.087 -5.585
O 3.585 -3.061 6.447
H -2.507 -0.515 -5.192
H -1.247 0.750 2.729
C -1.308 0.443 -7.617
H -0.808 4.084 -1.602
H -4.944 -1.827 -4.490
O 2.625 4.176 0.431
H -2.835 1.607 -1.994
O 5.848 -0.446 0.020
C -6.568 0.797 0.089
H 0.503 0.162 8.096
H -5.613 1.550 -2.497
O -0.247 0.366 5.123
H 2.446 -4.411 -3.681
O 1.070 -2.625 2.728
H -0.853 -2.207 5.504
H -0.333 -0.171 -0.872
H 0.783 2.096 -3.557
C -6.363 2.181 -2.013
H 2.698 -2.132 4.867
H 0.166 -3.898 -3.375
H 0.754 1.144 1.638
O 2.955 -2.476 -3.182
H -4.942 -4.839 -5.694
H 1.825 5.760 5.180
H -0.841 -0.454 -8.035
C -4.266 -4.940 -4.849
C 6.090 -1.660 0.585
O -2.111 4.464 -3.975
C 2.058 -1.545 -3.559
H -3.473 -5.635 -5.137
O 2.422 4.544 2.647
S -0.630 0.794 -5.997
H 0.091 5.602 4.776
H -2.322 -1.301 5.347
H 3.370 5.742 -4.102
H -2.120 3.702 -0.508
C 3.333 4.674 -3.909
C 5.239 0.434 0.983
O 0.739 3.569 1.536
O -4.935 2.395 -0.074
H 3.384 -3.896 3.547
O 4.135 -4.843 5.268
O -5.631 0.729 1.177
O -3.566 1.534 1.439
H 5.068 -0.136 3.076
O 2.302 -0.541 -4.116
O 0.801 -1.925 -3.235
H -7.330 1.829 -2.380
H -3.237 1.921 -3.743
H -6.204 3.187 -2.403
H 0.427 -3.310 -1.738
H 3.094 -3.521 -0.867
H -1.337 0.505 6.880
O -3.778 -2.004 -2.808
O 0.822 4.756 -4.573
H -1.862 -0.138 1.327
O 5.511 -1.744 1.810
H -1.009 -1.505 -5.350
H 2.490 -6.155 3.722
C -1.419 -0.533 -5.076
C 1.992 4.104 1.432
O 6.656 -2.530 0.068
H 3.939 -4.640 -1.900
O 1.731 0.862 4.231
C 1.092 0.497 5.160
H 1.176 -4.975 3.736
H 1.227 6.507 3.732
C 2.943 -4.292 -1.618
H 3.595 4.095 -4.793
C -1.845 4.328 -1.363
C 2.634 -3.089 5.385
H -1.172 -0.348 -4.029
H -0.605 4.439 2.873
C 0.227 3.732 2.844
*
```

* energy relative to the best compared isomer or geometry (same formula, charge and spin): 0.0000 eV
* HOMO energy: -7.80 eV
* Kohn-Sham gap: 7.7 eV


# 3
ORCA calculation (wB97M-V/def2-TZVPD) on C38H67CrN6O2PSi as an isolated structure in a non-equilibrium geometry.

ORCA input file:
```
! wB97M-V def2-TZVPD RIJCOSX def2/J DEFGRID3
* xyz 0 5
H 2.589 0.301 -1.876
C 0.082 -4.149 -1.087
C -0.164 -5.258 -0.068
Si 0.092 1.688 3.057
C -6.442 2.640 -3.243
H 2.692 2.377 0.611
C 2.521 -0.362 -3.945
C -3.755 -0.552 -4.300
C -2.769 1.809 2.977
C -5.021 0.644 -2.643
C -1.826 -0.454 2.935
N -1.259 -1.425 -2.909
N -2.817 -1.516 -4.686
C -1.923 0.788 5.071
H -0.732 4.073 3.425
H 0.977 0.411 -2.599
C 2.296 5.110 -0.253
C -1.442 -0.126 -2.407
H -1.821 1.746 5.574
H 1.557 -0.897 2.790
H 2.985 1.148 2.397
H 2.959 -4.404 -0.117
H -7.410 2.527 -3.730
H -1.480 -0.841 -0.394
C -0.007 3.434 3.920
P 1.412 -1.752 -0.469
H 0.945 -4.345 -1.717
C 4.692 -3.562 0.925
H -1.473 0.915 -4.307
H -2.948 -1.920 -5.603
H -2.645 1.900 1.895
H 2.107 6.145 0.031
H -6.599 2.687 -2.169
H -0.820 -5.028 2.010
C -5.195 1.270 -4.935
N -1.661 1.230 -0.427
C -0.228 -3.148 1.072
H -0.753 -6.070 -0.490
H 0.835 -1.133 4.389
H 1.526 -2.965 -3.665
H -5.615 1.894 -5.710
H 3.774 1.031 3.976
H 3.359 4.912 -0.137
H 2.039 4.994 -1.305
H 4.527 -1.985 2.393
H -1.224 0.085 5.516
O -1.145 -3.004 -4.496
C 1.647 -0.652 3.848
H -1.649 -0.380 1.861
H 2.751 -3.294 -2.407
N 0.244 -2.929 -0.298
H 5.000 -4.277 1.685
H 1.716 2.262 5.688
H -0.796 -4.048 -1.739
H 0.707 0.860 6.020
O 1.012 -0.468 0.150
H -0.522 3.458 0.743
C 1.469 4.143 0.601
C -1.504 0.032 -1.034
H -2.006 3.100 -3.214
C -4.319 0.262 -5.280
H 3.168 0.471 -4.212
H 1.749 2.599 -0.854
C 3.936 -1.370 0.411
H 2.462 0.706 6.028
H -2.834 -0.846 3.094
Cr -0.032 1.604 0.651
C 3.266 -1.683 -3.792
C 3.195 -3.648 0.636
H -0.926 -2.361 1.355
N 1.589 -1.549 -2.123
H -0.270 4.639 -0.599
H -2.932 0.416 5.259
H 0.947 3.950 3.884
H 1.741 -0.466 -4.701
H 1.736 4.289 1.653
H 3.540 -0.438 0.822
C -0.027 4.416 0.440
C -4.164 -0.388 -2.980
C -1.912 2.287 -1.247
H -1.119 -1.160 3.361
C 2.264 -2.511 -2.991
H -0.296 3.362 4.964
H -2.755 2.803 3.413
C 2.904 1.423 3.444
H -6.018 3.587 -3.571
C -0.896 -4.521 1.051
H -0.502 -1.934 -2.464
H 3.522 -2.147 -4.743
C -1.709 -2.016 -4.049
N 2.850 -2.313 0.178
C -1.546 0.999 -3.236
C 1.612 0.864 4.041
H -0.369 5.241 1.061
H 2.654 -3.898 1.558
C -1.672 0.923 3.572
H -1.950 -4.415 0.791
C 4.866 -2.109 1.364
H 5.264 -3.746 0.013
C 1.618 1.191 5.534
C 1.704 2.677 0.248
C 1.893 -0.183 -2.569
H -4.055 0.104 -6.316
H 2.928 2.508 3.512
C -5.534 1.503 -3.606
H -3.802 -1.056 -2.216
H -2.252 3.191 -0.759
H -5.291 0.779 -1.606
H 5.895 -1.766 1.285
H 0.780 -5.665 0.298
H -3.752 1.372 3.167
H 0.607 -3.118 1.781
H 2.586 -1.070 4.219
H 4.178 -1.531 -3.213
H 4.456 -1.142 -0.530
C -1.832 2.218 -2.617
*
```

* expectation value of S²: 6.100
* energy relative to the best compared isomer or geometry (same formula, charge and spin): 1.8225 eV
* HOMO energy (alpha / beta): -6.15 / -6.45 eV
* Kohn-Sham gap (alpha / beta): 6.1 / 6.3 eV


# 4
ORCA calculation (wB97M-V/def2-TZVPD) on a 4-piece molecular cluster, C38H68FN5O2P overall in a non-equilibrium geometry.

ORCA input file:
```
! wB97M-V def2-TZVPD RIJCOSX def2/J DEFGRID3
* xyz -1 1
H -0.605 -0.438 -5.115
C 1.824 3.975 -3.129
H 1.235 3.423 0.673
F 0.431 -1.607 2.191
C -6.553 -4.341 5.029
H 9.242 3.845 2.398
H 10.836 0.610 3.496
H -1.220 0.475 -2.709
C -1.233 3.582 1.433
C 1.025 4.493 0.402
H -2.198 2.604 -0.345
C -0.233 -2.508 -5.627
H -1.039 5.421 0.258
H 2.673 2.999 -1.286
H -0.599 2.669 1.537
C -4.666 0.924 -0.387
N -0.235 -1.791 0.951
C -6.435 -2.319 3.589
H -7.662 -4.796 3.214
H 0.270 -5.552 1.998
O 0.558 0.883 0.807
H 3.962 -1.018 1.582
C 10.713 1.515 2.895
C 11.563 1.410 1.708
H -1.659 3.864 2.438
H -7.635 -6.101 4.399
H -2.545 -4.385 2.292
C -3.423 -0.002 -2.467
H 7.864 3.065 1.613
H -3.487 -0.016 -3.592
H -2.275 -1.925 2.815
C -2.458 3.289 0.505
H -1.802 0.184 -7.196
C 0.322 -4.450 2.204
C -1.321 -3.058 -4.819
H -8.665 -4.690 4.670
H -3.011 -1.439 1.197
H 3.601 -2.549 -1.611
H 5.253 1.638 1.544
C 1.971 3.728 -1.719
P -0.664 -3.499 0.917
H -5.763 2.131 1.119
H 9.448 3.023 0.843
H 3.215 0.568 0.964
N 12.229 1.336 0.775
H -3.631 2.164 -1.948
H 1.785 -3.225 -0.472
C -7.697 -5.017 4.282
C 4.245 -0.721 -0.593
H -1.589 -1.451 -7.837
C 0.395 5.373 -1.960
O 1.303 0.769 -1.236
H 0.697 -2.571 -5.056
H -3.093 -3.953 0.582
H 1.402 -4.154 2.193
H -2.100 -1.799 -0.761
C -4.867 2.258 0.454
H 11.045 2.352 3.514
H -3.833 3.100 2.243
C -1.522 -1.483 -1.659
H 5.856 0.052 2.150
C 2.056 -2.185 -0.127
C -2.472 -3.640 1.455
H -0.274 5.532 1.864
H -1.915 -2.103 -2.512
C 4.041 -0.168 0.854
H -5.617 0.328 -0.446
H -2.973 4.219 0.141
H 5.232 -1.246 -0.717
H -5.601 -4.702 4.634
H -7.555 -2.452 5.363
H -1.889 0.554 -0.990
C -1.693 -0.866 -6.918
C -4.226 1.220 -1.880
H 0.404 -0.672 -6.534
C -3.573 2.503 1.324
C -1.913 0.009 -1.973
H -0.095 -3.117 -6.525
H 2.435 -2.309 0.912
H 2.622 -1.130 -2.038
H -5.180 1.399 -2.447
N -2.174 -3.489 -4.182
H -2.614 -1.174 -6.418
H 4.307 0.176 -1.271
H -0.334 6.134 -1.616
C 3.098 -1.642 -1.164
H 1.854 5.080 0.889
H 8.896 0.837 1.933
C 5.406 0.571 1.261
H -3.195 1.506 1.657
H 0.383 5.491 -4.198
C -0.480 -1.048 -6.014
C 0.022 -1.762 -1.574
H -3.962 -0.937 -2.145
C 0.801 5.024 -3.289
C 9.233 1.680 2.541
C -2.953 -2.227 1.976
C 0.860 0.169 -0.178
H -5.815 -2.399 5.583
H 2.367 3.495 -3.966
H -3.981 -2.372 2.437
N 1.088 4.571 -1.073
H -0.102 -4.289 3.229
C -0.393 4.856 0.973
H -5.063 3.128 -0.232
C 8.934 2.980 1.805
H -3.908 0.294 0.139
C 0.665 -1.398 -0.160
C -6.607 -2.814 4.955
H 0.175 -2.850 -1.794
H 6.177 0.479 0.449
H 8.649 1.660 3.465
H -6.596 -4.641 6.080
H 0.509 -1.197 -2.403
N -6.304 -1.931 2.516
*
```

* HOMO energy: -4.54 eV
* Kohn-Sham gap: 6.7 eV